w) {
  "formula": "C3H9NO3",
  "method": "ωB97M-V/def2-TZVPD",
  "multiplicity": 1,
  "smiles": "C[C@@H](N)C(=O)O.O",
  "e_homo_ev": -10.5,
  "elements": ["C", "C", "N", "C", "O", "O", "H", "H", "H", "H", "H", "H", "H", "O", "H", "H"],
  "xyz": [[-0.64049, -0.69213, -1.98207], [-1.10607, -0.03114, -0.68414], [-1.62209, -0.85226, 0.36538], [-0.03934, 0.87246, -0.17246], [0.65203, 1.59817, -0.85394], [0.04996, 0.92448, 1.25362], [-0.12471, 0.02681, -2.68621], [-0.01667, -1.58549, -1.72011], [-1.48608, -1.10044, -2.53413], [-1.95968, 0.54261, -1.12871], [-2.17653, -1.52063, -0.02587], [-0.74883, -1.47768, 0.65080], [-0.85285, 1.04703, 1.50884], [2.45651, -1.13071, 1.65395], [2.30404, -1.55112, 2.46764], [1.86339, -0.44592, 1.51311]],
  "lowdin_charge": [-0.056, -0.424, 0.051, -0.422, 0.129, 0.044, 0.104, 0.096, 0.071, 0.166, 0.032, 0.152, 0.084, -0.001, 0.013, -0.038]
}

x) {
  "formula": "C3H9NO3",
  "method": "ωB97M-V/def2-TZVPD",
  "multiplicity": 1,
  "e_homo_ev": -8.5,
  "elements": ["C", "C", "C", "N", "O", "O", "O", "H", "H", "H", "H", "H", "H", "H", "H", "H"],
  "xyz": [[-0.78529, 0.22552, -0.87012], [0.17415, 0.03170, 1.71406], [0.99139, -0.97628, 0.17384], [0.03570, -0.94664, -0.84850], [-0.05766, 1.35617, -1.25363], [-1.93323, 0.02340, -1.61526], [0.83754, 1.27562, 1.75557], [0.54311, 1.11947, -1.97445], [-1.72826, 0.17029, -2.54593], [0.57970, 1.78766, 0.97835], [-0.54074, -1.77915, -0.88553], [-0.94949, 0.41196, 0.32412], [-0.86314, 0.07857, 2.07266], [0.63041, -0.57626, 2.49363], [1.30454, -1.98160, 0.43038], [1.76126, -0.22043, 0.05080]],
  "lowdin_charge": [-0.547, -0.208, -0.049, -0.051, 0.016, 0.041, -0.103, 0.110, 0.104, 0.066, 0.129, 0.144, 0.091, 0.075, 0.094, 0.088]
}

Energetically preferred structure: w) | next structure: +0.0802 hartree

w) {
  "formula": "C6H14N2",
  "method": "ωB97M-V/def2-TZVPD",
  "multiplicity": 1,
  "smiles": "C=C(C[C@@H](C)N)NC",
  "e_homo_ev": -7.7,
  "elements": ["C", "C", "C", "C", "C", "N", "N", "C", "H", "H", "H", "H", "H", "H", "H", "H", "H", "H", "H", "H", "H", "H"],
  "xyz": [[-1.17610, 1.57114, -1.60292], [-0.11782, 0.93099, -1.10176], [-0.20124, -0.52766, -0.71962], [-0.67069, -0.81253, 0.71079], [-1.29213, -2.24536, 0.80795], [0.36697, -0.56570, 1.69225], [1.12732, 1.54442, -1.07098], [2.07066, 1.42344, 0.00257], [-1.19069, 2.66004, -1.77261], [-2.13936, 1.14419, -1.82593], [0.76836, -0.95884, -0.88846], [-0.92371, -0.97849, -1.38048], [-1.49306, -0.13452, 0.94245], [-0.76391, -2.88514, 1.49636], [-2.28202, -2.17417, 1.25464], [-1.38284, -2.73639, -0.15209], [0.00011, -0.67829, 2.63552], [1.12770, -1.22759, 1.60536], [1.15044, 2.40654, -1.58600], [3.02515, 0.99566, -0.31866], [1.65142, 0.86170, 0.81200], [2.34544, 2.38654, 0.45960]],
  "lowdin_charge": [0.019, -0.381, -0.121, -0.426, -0.054, 0.012, -0.047, -0.115, 0.055, 0.044, 0.118, 0.107, 0.131, 0.059, 0.067, 0.063, 0.084, 0.082, 0.115, 0.074, 0.034, 0.083]
}

x) {
  "formula": "C6H14N2",
  "method": "ωB97M-V/def2-TZVPD",
  "multiplicity": 1,
  "e_homo_ev": -7.4,
  "elements": ["C", "C", "C", "C", "C", "N", "H", "H", "H", "H", "H", "H", "H", "H", "H", "C", "N", "H", "H", "H", "H", "H"],
  "xyz": [[1.37102, -0.51538, -1.28571], [-0.39196, -0.72299, 2.31192], [1.03823, 0.08870, 0.05319], [-0.30670, -0.93427, 0.84175], [-0.99289, -1.85023, 0.16904], [1.86900, 0.57325, 0.89300], [2.84022, 0.43129, 0.62915], [1.68780, -1.55298, -1.18360], [2.18647, 0.04126, -1.75147], [0.49846, -0.48198, -1.93928], [-0.18224, -1.64344, 2.86215], [0.31620, 0.02504, 2.67327], [-1.37687, -0.34872, 2.60265], [-1.70620, -2.50654, 0.66275], [-0.94737, -1.95545, -0.90649], [-0.39376, 1.90206, -0.69798], [-1.49800, 1.45038, -1.44964], [-1.44012, 1.45618, -2.45800], [-2.16317, 0.88878, -0.93372], [0.40807, 2.30304, -1.30962], [-0.62836, 2.54447, 0.15145], [-0.18784, 0.80754, 0.06520]],
  "lowdin_charge": [-0.069, -0.099, -0.472, -0.251, 0.007, 0.060, 0.048, 0.088, 0.080, 0.063, 0.082, 0.057, 0.077, 0.064, 0.047, -0.167, -0.035, 0.075, 0.075, 0.095, 0.082, 0.091]
}

Energetically preferred structure: w) | next structure: +0.1357 hartree

w) {
  "formula": "C6H14N2",
  "method": "ωB97M-V/def2-TZVPD",
  "multiplicity": 1,
  "smiles": "C/C=C/C.N/C=C/N",
  "e_homo_ev": -8.4,
  "elements": ["C", "C", "C", "C", "H", "H", "H", "H", "H", "H", "H", "H", "N", "C", "C", "N", "H", "H", "H", "H", "H", "H"],
  "xyz": [[-0.15050, -2.29454, -2.44457], [-1.11151, -1.19143, -1.99898], [-0.80782, 0.08686, -1.71909], [-1.75520, 1.14317, -1.16330], [-0.34016, -3.27558, -1.92585], [-0.13879, -2.50272, -3.53925], [0.86453, -1.95774, -2.24238], [-2.18214, -1.39701, -1.95327], [0.21914, 0.48180, -1.96089], [-2.81667, 0.88882, -1.32786], [-1.51404, 2.10761, -1.61900], [-1.45254, 1.22466, -0.13351], [2.35126, 2.10312, 2.52734], [1.66771, 0.97534, 1.98982], [0.42890, 0.52556, 2.36498], [-0.06014, -0.74124, 1.90438], [2.96362, 2.51924, 1.82234], [2.97084, 1.81422, 3.31208], [2.23690, 0.39120, 1.26237], [-0.18982, 1.02287, 3.12884], [-0.65927, -0.66139, 1.08075], [-0.52429, -1.26281, 2.63504]],
  "lowdin_charge": [-0.112, -0.190, -0.203, -0.103, 0.080, 0.072, 0.058, 0.093, 0.115, 0.081, 0.068, 0.043, -0.022, -0.223, -0.208, -0.006, 0.064, 0.086, 0.098, 0.100, 0.047, 0.062]
}

x) {
  "formula": "C6H14N2",
  "method": "ωB97M-V/def2-TZVPD",
  "multiplicity": 1,
  "smiles": "C=C(CN)C(C)(C)N",
  "e_homo_ev": -8.7,
  "elements": ["C", "C", "C", "N", "C", "C", "C", "N", "H", "H", "H", "H", "H", "H", "H", "H", "H", "H", "H", "H", "H", "H"],
  "xyz": [[-0.19193, 1.38628, 1.50025], [-0.21597, 0.61992, 0.42888], [-1.65003, 0.43132, -0.35837], [-2.73423, 0.42910, 0.58273], [0.84079, -0.21006, -0.17806], [0.56630, -1.71563, -0.05018], [1.11888, 0.18178, -1.62819], [2.15526, 0.17699, 0.67822], [0.71290, 1.53383, 2.06311], [-1.08731, 1.89368, 1.82092], [-1.65663, -0.45922, -1.00029], [-1.72752, 1.30340, -1.01301], [-2.71112, -0.37406, 1.19936], [-3.63863, 0.75301, 0.26484], [-0.22352, -2.04442, -0.72317], [1.46937, -2.27069, -0.30350], [0.27667, -1.96331, 0.97008], [0.27891, -0.06672, -2.27304], [1.99521, -0.35539, -1.98910], [1.31947, 1.24807, -1.69135], [2.13741, -0.35426, 1.54428], [2.96572, -0.14361, 0.15560]],
  "lowdin_charge": [0.051, -0.256, -0.228, -0.021, -0.546, -0.048, -0.044, 0.050, 0.050, 0.057, 0.086, 0.111, 0.077, 0.069, 0.071, 0.080, 0.085, 0.078, 0.080, 0.090, 0.058, 0.050]
}

Energetically preferred structure: x) | next structure: +0.0290 hartree

w) {
  "formula": "C6H14N2",
  "method": "ωB97M-V/def2-TZVPD",
  "multiplicity": 1,
  "e_homo_ev": [-6.0, -6.0],
  "elements": ["C", "C", "C", "C", "N", "N", "C", "C", "H", "H", "H", "H", "H", "H", "H", "H", "H", "H", "H", "H", "H", "H"],
  "xyz": [[1.01727, 0.90742, 0.23612], [0.74864, -1.24298, -0.26375], [-0.27161, -2.30939, 0.03519], [-2.03141, 0.70506, -0.74156], [2.25793, 0.88090, 0.81675], [0.76133, 1.89813, -0.64858], [-0.12056, 0.30771, 0.92924], [-1.45402, 0.59453, 0.64834], [3.04409, 1.24598, 0.29749], [2.47312, 0.04134, 1.33584], [1.51225, 2.36877, -1.13130], [-0.13513, 2.35367, -0.52849], [0.12658, -0.02873, 1.93073], [1.74993, -1.56646, 0.01795], [0.76258, -0.97188, -1.32248], [-2.16275, 0.36901, 1.43461], [0.00888, -2.90672, 0.90847], [-1.24405, -1.83839, 0.24978], [-0.43784, -2.97968, -0.81409], [-1.39506, 0.23797, -1.50488], [-2.99935, 0.20090, -0.78775], [-2.21084, 1.73284, -1.09764]],
  "lowdin_charge": [-0.453, -0.155, -0.169, -0.159, 0.121, 0.165, -0.196, -0.230, 0.100, 0.097, 0.109, 0.096, 0.124, 0.050, 0.063, 0.067, 0.069, 0.054, 0.066, 0.065, 0.064, 0.053]
}

x) {
  "formula": "C6H14N2",
  "method": "ωB97M-V/def2-TZVPD",
  "multiplicity": 1,
  "e_homo_ev": -8.3,
  "elements": ["C", "C", "C", "C", "N", "C", "C", "N", "H", "H", "H", "H", "H", "H", "H", "H", "H", "H", "H", "H", "H", "H"],
  "xyz": [[1.45406, -1.24244, -0.13441], [1.21731, 2.49442, -0.57211], [-1.47840, -1.63494, -0.17516], [-0.28131, -0.72006, 1.82926], [0.96880, 1.09628, -0.26793], [-0.23590, 0.60608, -0.30089], [-0.34479, -0.74683, 0.30763], [-1.24697, 1.17210, -1.02960], [-2.05595, 0.61953, -1.26563], [-1.02569, 1.89325, -1.70086], [2.20862, 2.76165, -0.19653], [1.41815, -1.46977, -1.19716], [2.37136, -0.73573, 0.16368], [1.45769, -2.13687, 0.49032], [0.49180, 3.17393, -0.10865], [1.21706, 2.66708, -1.65514], [-1.37235, -2.64989, 0.22347], [-2.46391, -1.27335, 0.15945], [-0.09147, -1.72162, 2.23670], [0.52178, -0.07580, 2.19699], [-1.22891, -0.37059, 2.26309], [-1.50099, -1.70644, -1.26652]],
  "lowdin_charge": [0.009, -0.145, -0.070, -0.083, -0.040, -0.426, -0.398, 0.156, 0.083, 0.091, 0.065, 0.049, 0.048, 0.033, 0.071, 0.067, 0.083, 0.087, 0.078, 0.082, 0.082, 0.079]
}

Energetically preferred structure: x) | next structure: +0.0553 hartree